Record 1
Below is a molecular structure, C24H27N5O3Se3Zr, with properties calculated with the ωB97M-V functional and the def2-TZVPD basis.

```
63
Properties=species:S:1:pos:R:3:forces:R:3
Zr -16.843465 -0.293374 3.764023 -0.49 -0.59 -0.47
O -17.614408 2.820102 6.854382 0.18 -0.23 -0.19
C -17.594693 1.863209 6.098869 -1.82 -1.64 0.42
N -16.850610 1.527710 5.051916 0.30 -0.53 0.55
C -15.664883 2.197168 4.817999 -0.24 1.37 -0.04
C -15.575038 3.593366 4.958232 -0.07 -0.87 -0.75
C -14.409539 4.227182 4.626362 0.51 0.47 0.19
C -13.303853 3.527560 4.129981 -0.26 -0.72 -0.50
C -13.461150 2.141989 3.872453 -0.02 1.18 1.15
C -14.599844 1.456376 4.324730 1.50 0.42 -0.89
N -14.729184 0.051561 4.194203 -1.17 0.34 0.31
C -13.819835 -0.798753 4.714882 -0.65 0.31 -0.79
O -12.655881 -0.575545 4.956396 0.82 0.00 0.29
C -14.441443 -2.132624 5.001857 0.38 -0.23 0.46
C -13.621268 -3.150247 5.498223 0.37 0.52 -0.07
C -14.246822 -4.217912 6.087693 0.49 -1.02 0.19
C -15.624523 -4.318267 6.061972 -0.29 -0.38 0.39
C -16.344493 -3.303267 5.476985 -0.19 -0.11 -0.93
N -15.778427 -2.210141 4.939818 0.47 0.05 0.78
C -18.616343 0.657527 6.334157 0.50 1.34 0.11
C -19.438282 0.666025 7.457532 0.35 -0.11 0.20
C -20.279459 -0.416272 7.667315 -1.05 0.80 1.44
C -20.327676 -1.453336 6.761274 0.06 0.36 -0.02
C -19.502645 -1.370230 5.692781 1.60 0.84 -1.73
N -18.631182 -0.325247 5.438119 -0.73 -1.26 0.69
H -16.449387 4.183106 5.175085 -0.08 -0.15 0.39
H -14.444692 5.300559 4.779358 0.61 0.03 -0.18
H -12.364655 4.057447 3.905628 -0.57 -0.41 -0.03
H -12.695855 1.555210 3.412537 0.54 -0.07 0.01
H -12.517927 -3.058022 5.469525 -0.96 0.16 0.04
H -13.663466 -5.017645 6.548286 -0.10 0.22 -0.17
H -16.126914 -5.205061 6.474907 0.18 0.61 -0.21
H -17.396857 -3.429430 5.290354 -0.30 0.24 0.13
H -19.294126 1.504493 8.145479 -0.36 -0.33 -0.23
H -20.987290 -0.441034 8.525014 0.77 0.14 -0.54
H -21.001495 -2.280929 6.820924 -0.25 -0.30 0.28
H -19.493530 -2.111699 4.915522 0.06 -0.33 -0.26
C -12.727274 -2.970065 1.581566 0.86 -0.88 -0.84
Se -13.359006 -1.703683 0.263496 -0.07 0.03 0.19
C -13.007037 -0.104879 1.306385 0.07 0.15 1.20
C -13.843618 1.052940 0.788076 0.26 -0.57 -0.69
Se -15.790795 0.865608 1.047925 0.25 0.25 0.26
C -16.102856 2.781126 1.353463 -0.44 -0.65 -0.08
H -13.402219 -3.152734 2.383819 -0.98 -0.15 0.35
H -11.816144 -2.620176 2.062208 0.27 0.03 -0.37
H -12.535597 -3.914279 1.005648 -0.09 0.82 0.75
H -11.943377 0.170344 1.247712 -0.24 -0.13 -0.19
H -13.200279 -0.321764 2.384473 -0.02 0.12 -1.00
H -13.687483 1.058381 -0.312956 -0.19 0.52 0.62
H -13.531659 1.988246 1.251945 -0.12 -0.01 -0.17
H -15.513117 3.391685 0.687675 0.02 0.05 -0.28
H -15.950860 3.050139 2.373060 0.63 0.09 0.76
H -17.164994 2.894253 1.222217 -0.26 0.27 -0.50
C -19.564515 1.476408 0.718438 -0.20 0.89 0.87
C -19.411417 1.082191 2.189065 -1.54 0.29 -2.76
N -20.464085 0.590558 2.806527 0.13 -0.14 0.92
O -18.310516 1.103546 2.672835 2.59 -0.04 1.59
H -20.606514 1.409890 0.408663 0.14 0.04 -0.24
H -18.940067 0.770169 0.202462 0.12 -0.52 -0.43
H -19.141331 2.479450 0.487714 -0.45 -0.62 0.40
H -21.378586 0.647213 2.440593 -0.69 -0.07 -0.45
H -20.309806 0.132636 3.689286 -0.07 -0.04 0.13
Se -17.899647 -2.174898 2.603237 -0.05 0.16 -0.09
```
Positions in Å, forces in eV/Å.

Molar mass, Da: 761.62
Max |F|, eV/Å: 3.2
E_HOMO, eV: -7.10

***

Record 2
Below is a molecular structure, C24H28AgCl3N4, with properties calculated with the ωB97M-V functional and the def2-TZVPD basis.

```
60
Properties=species:S:1:pos:R:3:forces:R:3
Ag 8.451640 0.252768 4.480288 0.14 -0.43 -0.49
C -6.146870 6.145058 5.431168 -1.10 -0.18 0.78
N -4.806280 5.943818 4.996818 0.66 -0.16 -1.26
C -4.518000 6.176708 3.704188 2.09 -0.29 -0.95
C -3.203030 6.046708 3.206338 -1.75 0.92 0.55
C -2.171560 5.817988 4.104968 0.79 -0.54 -0.89
C -2.561160 5.531698 5.407328 0.93 -0.42 1.17
C -3.856620 5.511478 5.843238 0.71 1.06 -0.38
C -0.750090 5.750548 3.640058 0.91 -0.60 -1.14
C 0.353400 6.100928 4.437068 -1.77 0.05 0.60
C 1.656840 5.948708 4.040988 -0.63 -0.14 0.94
N 1.916650 5.491718 2.835318 0.73 -1.59 -1.58
C 0.935170 5.056638 1.978988 0.36 0.98 1.74
C -0.386170 5.192298 2.362838 0.19 -0.23 -0.01
C 3.342160 5.312188 2.400798 -0.67 0.22 -0.20
H -6.753100 5.332818 5.030088 -0.25 0.12 0.21
H -6.515750 7.108868 5.080288 0.00 -0.10 0.15
H -6.097700 6.105998 6.519358 -0.61 0.12 -0.12
H -5.281790 6.497038 3.011058 -0.37 -0.03 0.39
H -3.044430 6.348208 2.181478 0.10 -0.25 -0.09
H -1.812510 5.314848 6.154928 0.10 -0.19 0.00
H -4.100110 5.354388 6.883648 -0.23 -0.17 -0.11
H 0.092080 6.437868 5.429338 0.56 0.18 0.18
H 2.464800 6.041028 4.751688 0.17 0.40 -0.22
H 1.379590 4.594598 1.109838 -0.75 -0.05 -0.29
H -1.063960 4.713038 1.671948 -0.53 0.27 0.16
H 3.937780 5.168878 3.302358 0.23 0.52 -0.36
H 3.503490 6.176748 1.756908 0.81 0.19 0.53
H 3.502250 4.452068 1.750668 -0.53 -0.27 0.30
C 4.236490 -3.283332 -2.585802 1.55 0.34 0.64
N 2.996270 -3.966452 -2.924202 2.13 0.10 -0.34
C 1.992240 -3.201312 -3.357832 -0.01 -0.97 0.45
C 0.898660 -3.864852 -3.799062 -1.70 1.68 -0.82
C 0.826900 -5.233982 -3.985342 -1.30 0.14 0.29
C 1.869070 -5.958952 -3.465792 1.13 -0.55 -0.31
C 3.018730 -5.300002 -3.018872 -1.71 -0.75 0.16
C -0.373690 -5.891602 -4.624232 0.73 0.09 1.47
C -1.700420 -5.637802 -4.207372 0.22 -0.27 -1.74
C -2.701870 -6.308262 -4.888442 -0.37 0.61 0.71
N -2.496850 -7.277842 -5.804542 0.17 -0.37 -0.13
C -1.229350 -7.578162 -6.170932 0.89 1.07 1.28
C -0.140460 -6.890172 -5.552072 -1.71 -1.15 -1.76
C -3.661930 -8.038402 -6.369112 -0.08 -0.57 0.42
H 5.082450 -3.970052 -2.615542 -0.15 -0.05 -0.46
H 4.300220 -2.916722 -1.561282 -0.72 0.13 0.08
H 4.397480 -2.452802 -3.273112 0.03 -0.17 0.05
H 2.153940 -2.133502 -3.352632 -0.29 -0.03 0.19
H 0.074760 -3.208262 -4.036742 -0.26 -0.19 -0.45
H 1.786730 -7.035782 -3.473782 0.49 -0.11 0.04
H 3.897650 -5.849032 -2.714772 0.06 0.24 0.17
H -1.977510 -4.853002 -3.519102 0.11 -0.12 0.15
H -3.730110 -6.034152 -4.704132 -0.12 -0.30 0.06
H -1.097890 -8.344812 -6.920182 0.03 -0.01 0.02
H 0.837310 -7.119612 -5.949222 0.14 0.02 0.24
H -3.417180 -9.095622 -6.471502 0.68 0.22 -0.57
H -4.033490 -7.601312 -7.295932 0.22 0.00 0.14
H -4.464480 -8.164912 -5.642472 0.04 0.94 0.19
Cl 11.440100 2.041118 1.428588 -0.43 -0.09 0.32
Cl 3.746240 -0.490282 3.612248 0.07 0.38 -0.14
Cl 9.003260 -4.265772 3.739198 -0.11 0.35 0.02
```
Positions in Å, forces in eV/Å.

Molar mass, Da: 586.74
Max |F|, eV/Å: 2.7
Charge: +2
E_HOMO, eV: -8.31

***

Record 3
Below is 2 unconnected molecules or ions with the total composition C24H28BN2O, with properties calculated with the ωB97M-V functional and the def2-TZVPD basis.

```
56
Properties=species:S:1:pos:R:3:forces:R:3
C 5.355345 -4.016293 -1.952911 0.12 -0.01 0.03
O 4.111087 -4.456064 -2.494241 -1.65 0.91 0.07
C 3.007069 -3.687442 -2.376606 0.82 -0.36 0.01
C 1.836537 -4.227879 -2.944677 -0.10 0.19 0.07
C 0.659899 -3.533764 -2.860696 1.10 -0.15 0.29
N 0.632527 -2.321643 -2.249398 1.69 -0.75 -0.12
B -0.708832 -1.768127 -2.237033 -0.72 1.07 0.43
H -0.185069 0.625321 -0.820077 0.26 -1.24 -1.12
C 1.742529 -1.749300 -1.724678 -0.15 -0.54 -0.22
C 2.948580 -2.420370 -1.750810 0.20 -0.20 -0.10
H 6.018093 -4.827879 -2.218043 0.33 0.06 0.12
H 5.687131 -3.087542 -2.418727 -0.04 -0.02 -0.02
H 5.302033 -3.908699 -0.868623 -0.04 -0.02 -0.03
H 1.871466 -5.185858 -3.435587 0.05 -0.11 -0.03
H -0.264357 -3.935448 -3.263341 -0.01 0.15 0.06
H -0.900824 -1.071774 -3.159189 -0.72 0.19 -0.06
H -1.311897 -2.118464 -1.291112 -0.66 0.17 -0.14
H 1.616676 -0.757460 -1.288803 0.06 -0.32 -0.05
H 3.832128 -1.966787 -1.297079 -0.36 -0.13 -0.22
C 2.652308 0.567518 0.857941 0.45 0.13 -0.46
C 1.329627 0.547454 1.504751 -2.27 0.74 -0.42
N 1.145238 -0.082283 2.693926 -0.13 -0.48 0.92
C 2.215510 -0.703126 3.449492 0.03 0.08 0.03
C -0.166108 0.093249 3.138299 0.92 0.64 -0.52
C -0.834397 0.896148 2.174554 0.50 -0.46 0.29
C -2.120514 1.352866 2.474132 -0.42 -0.19 0.64
C -2.703158 0.985388 3.694816 0.31 0.07 -0.45
C -2.013411 0.176212 4.621582 0.51 -0.20 -0.18
C -0.708650 -0.270023 4.356394 -0.98 0.05 0.35
C 0.107074 1.125759 1.107547 1.17 -0.71 1.15
C -0.159743 1.539854 -0.281882 -0.11 1.10 -0.41
C -1.477214 2.190570 -0.662184 0.63 -0.08 -0.03
C -2.655815 1.440062 -0.669869 -0.24 0.33 -0.22
C -3.858399 2.051450 -1.025637 0.64 0.00 0.12
C -3.853260 3.405583 -1.387757 -0.05 -0.04 0.08
C -5.156347 4.055961 -1.720822 -0.44 0.31 -0.17
C -2.656634 4.130883 -1.441794 -0.25 -0.29 -0.01
C -1.461633 3.505524 -1.114563 -0.29 -0.25 0.27
H 2.608163 1.205416 -0.029944 0.12 -0.07 0.10
H 3.420228 0.984024 1.526345 -0.15 -0.15 -0.21
H 2.985475 -0.433205 0.542171 0.04 0.16 0.17
H 1.805085 -1.067140 4.394744 0.27 0.06 -0.21
H 2.658001 -1.545942 2.898944 -0.17 0.14 0.17
H 3.015723 0.024617 3.651712 -0.24 -0.22 0.10
H -2.629473 2.009897 1.779612 -0.09 -0.08 0.21
H -3.704655 1.345855 3.939963 0.34 -0.12 -0.07
H -2.497115 -0.092494 5.561044 0.16 0.08 -0.25
H -0.134548 -0.879963 5.055412 -0.37 0.23 -0.04
H 0.685075 2.133694 -0.662320 -0.29 -0.08 -0.08
H -2.628482 0.380075 -0.408674 -0.03 0.28 0.11
H -4.797075 1.486264 -1.000485 0.36 0.26 -0.08
H -4.997267 5.099937 -2.014522 -0.18 -0.20 0.07
H -5.655823 3.536366 -2.552232 0.12 0.17 0.22
H -5.841715 4.029784 -0.859407 0.20 0.07 -0.27
H -2.663606 5.182394 -1.732263 -0.07 -0.31 -0.02
H -0.502571 4.006849 -1.207395 -0.19 0.15 0.14
```
Positions in Å, forces in eV/Å.

Molar mass, Da: 371.31
Max |F|, eV/Å: 2.4
Charge: +1
E_HOMO, eV: -9.52

***

Record 4
Below is a single C24H28BrN5O4 molecule, with properties calculated with the ωB97M-V functional and the def2-TZVPD basis.

```
62
Properties=species:S:1:pos:R:3:forces:R:3
C 4.361322 2.916582 0.249324 0.10 -0.16 0.24
C 4.782614 1.738906 1.129200 -0.29 0.28 -0.12
N 5.162408 0.579735 0.348347 0.33 0.09 -0.01
C 6.565950 0.485894 -0.024272 0.21 -0.28 -0.04
C 7.393669 -0.193808 1.061749 -0.14 0.12 -0.20
C 4.334861 -0.401976 -0.072249 -0.45 0.30 0.18
O 4.740860 -1.347232 -0.725408 0.05 -0.39 -0.19
C 2.861899 -0.320236 0.322689 0.18 -0.36 -0.17
C 2.640192 -1.146967 1.595264 -0.18 0.26 0.09
C 1.149430 -1.225290 1.905502 0.05 -0.23 -0.11
C 0.377472 -1.808436 0.716169 -0.07 0.13 0.51
N 0.612711 -1.016373 -0.475434 0.09 -0.42 -0.21
C -0.262144 -0.030858 -0.845603 -0.62 0.38 -0.16
C 0.177051 1.256134 -1.212734 0.07 -0.20 0.08
C -0.704770 2.271132 -1.487870 -0.48 0.18 -0.05
C -2.077356 2.029649 -1.419616 1.01 -1.10 0.26
N -3.009269 3.081194 -1.665931 -0.61 0.51 -0.18
O -4.194925 2.823200 -1.572680 -0.10 0.06 0.00
O -2.566061 4.175878 -1.959355 0.04 0.20 -0.02
C -2.539361 0.751153 -1.153665 0.05 0.37 -0.05
C -1.657965 -0.289459 -0.898105 0.45 0.73 -0.08
C -2.217391 -1.627518 -0.789146 -0.38 -0.83 0.02
N -3.458583 -1.731395 -0.536973 0.45 0.59 -0.12
N -4.100968 -2.895844 -0.474956 0.55 -1.00 -0.12
C -5.463750 -2.948542 -0.288909 -0.04 0.03 -0.02
O -6.045409 -4.009189 -0.326887 -0.05 -0.01 -0.04
C -6.119477 -1.625161 -0.098789 -0.41 0.24 0.04
C -7.294056 -1.360348 -0.796120 0.19 -0.17 0.06
C -7.891814 -0.115534 -0.703763 -0.01 0.03 0.01
C -7.333390 0.874911 0.086412 0.03 0.00 0.00
C -6.184789 0.587198 0.803151 0.10 0.02 0.18
Br -5.401658 1.921257 1.906784 -0.06 -0.07 -0.07
C -5.574886 -0.650939 0.730582 -0.20 0.13 0.11
C 2.017988 -0.938657 -0.802703 0.34 0.10 -0.11
H 5.169640 3.199136 -0.420258 0.07 0.05 -0.08
H 3.495599 2.661361 -0.356548 -0.11 -0.03 -0.06
H 4.110317 3.772487 0.869956 -0.04 0.15 0.02
H 3.982194 1.481904 1.824827 0.09 0.00 0.02
H 5.649218 2.030834 1.727635 -0.09 -0.09 0.05
H 6.942177 1.492305 -0.221235 -0.04 -0.01 -0.03
H 6.620693 -0.102559 -0.942368 0.04 0.19 0.08
H 7.333431 0.352440 2.000974 0.03 0.04 0.11
H 7.028390 -1.204740 1.221293 -0.02 -0.10 0.02
H 8.434789 -0.243521 0.755765 0.15 -0.02 0.03
H 2.538053 0.707065 0.491282 0.01 0.03 0.03
H 3.038523 -2.151142 1.433343 0.07 -0.03 -0.01
H 3.177961 -0.705993 2.437326 0.06 -0.04 0.02
H 0.979620 -1.850519 2.782874 -0.04 0.02 0.06
H 0.763997 -0.225358 2.120392 -0.06 0.02 0.05
H -0.685142 -1.816860 0.955903 0.11 -0.09 -0.03
H 0.712244 -2.834226 0.528143 -0.09 -0.03 0.02
H 1.232401 1.470990 -1.246494 0.11 0.02 0.04
H -0.357115 3.262678 -1.733607 0.04 0.03 -0.02
H -3.598523 0.548895 -1.175650 -0.05 0.02 -0.03
H -1.572980 -2.488715 -0.989716 -0.05 -0.01 0.04
H -3.622451 -3.781611 -0.663200 -0.22 0.26 0.08
H -7.719071 -2.132771 -1.418513 -0.04 -0.08 -0.05
H -8.794831 0.091788 -1.257174 -0.07 0.02 -0.06
H -7.781494 1.854479 0.145641 -0.02 0.07 0.01
H -4.688995 -0.849198 1.311536 0.01 0.05 0.01
H 2.149709 -0.390081 -1.735715 -0.01 -0.09 0.00
H 2.381225 -1.958151 -0.970430 0.01 0.14 -0.03
```
Positions in Å, forces in eV/Å.

Molar mass, Da: 530.42
Max |F|, eV/Å: 1.5
E_HOMO, eV: -8.24

***

no.,calculated total energy (Eh)
1,-8681.7676
2,-2676.9769
3,-1140.6717
4,-4080.0217